The molecule C6H11NO2 at a distorted geometry, computed with ωB97M-V/def2-TZVPD.

Summary:
Structure (SMILES): C=C(C(N)=O)C(C)(C)O
Maximum force (eV/Å): 3.397
LUMO level (eV): 0.8
Total charge: 0

Structure (XYZ):
```
20
Properties=species:S:1:pos:R:3:lowdin_charge:R:1
C -0.62 -1.39 -1.07 0.09
C -0.48 -0.28 -0.37 -0.19
C -1.68 0.55 0.09 -0.48
N -2.61 -0.18 0.78 0.18
O -1.98 1.61 -0.45 0.05
C 0.80 0.35 0.11 -0.51
C 1.79 0.55 -1.03 -0.02
C 1.39 -0.43 1.28 -0.01
O 0.35 1.70 0.66 -0.06
H 0.23 -1.88 -1.51 0.07
H -1.60 -1.79 -1.27 0.07
H -3.56 0.15 0.79 0.11
H -2.43 -1.14 1.03 0.10
H 2.21 -0.41 -1.34 0.08
H 2.60 1.19 -0.68 0.09
H 1.29 1.02 -1.88 0.09
H 2.27 0.09 1.64 0.09
H 0.66 -0.48 2.09 0.09
H 1.64 -1.44 0.97 0.09
H -0.28 2.22 0.15 0.07
```